Computed, not measured: C27H27LiN2O6P as an isolated structure, with ωB97M-V/def2-TZVPD.

Computed properties:
HOMO level: -10.68 eV
Multiplicity: 1
LUMO level: -4.361 eV
Net charge: +1
Kohn-Sham gap: 6.316 eV

Each line ends with the natural charge from an NBO analysis.
Element x y z (Å)
N (6.590, -0.532, 2.232)  -0.581
C (5.605, -0.279, 1.486)  0.153
C (5.290, 1.095, 0.885)  -0.527
C (3.863, 1.131, 0.412)  -0.055
C (2.798, 1.332, 1.296)  0.065
C (3.008, 1.544, 2.781)  -0.463
C (2.245, 0.504, 3.613)  0.096
O (2.498, -0.799, 3.071)  -0.731
C (2.737, 0.488, 5.051)  -0.235
N (2.033, -0.518, 5.875)  -0.830
C (1.483, 1.316, 0.818)  -0.216
C (1.252, 1.063, -0.519)  -0.038
C (2.302, 0.855, -1.412)  -0.228
C (3.608, 0.895, -0.948)  0.403
O (4.648, 0.624, -1.803)  -0.697
C (1.948, 0.600, -2.821)  0.547
O (2.544, 1.042, -3.758)  -0.484
C (0.728, -0.249, -2.989)  -0.062
C (0.659, -1.163, -4.025)  -0.171
C (-0.472, -1.957, -4.114)  -0.164
C (-1.516, -1.845, -3.190)  -0.473
P (-2.920, -2.955, -3.426)  1.244
O (-3.122, -3.706, -2.008)  -0.972
O (-2.297, -4.151, -4.345)  -1.004
C (-1.475, -0.887, -2.151)  0.162
C (-2.587, -0.700, -1.155)  -0.470
C (-3.928, -0.250, -1.783)  -0.412
C (-4.760, 0.481, -0.760)  -0.040
C (-5.376, -0.196, 0.291)  -0.233
C (-6.121, 0.512, 1.228)  -0.194
C (-6.265, 1.891, 1.130)  -0.212
C (-5.651, 2.570, 0.082)  -0.196
C (-4.901, 1.865, -0.852)  -0.162
C (-0.325, -0.094, -2.081)  -0.141
C (-0.131, 0.984, -1.055)  0.545
O (-1.003, 1.737, -0.725)  -0.503
H (7.138, 0.321, 2.372)  0.322
H (4.910, -1.078, 1.245)  0.172
H (5.465, 1.821, 1.669)  0.230
H (5.972, 1.230, 0.056)  0.255
H (4.057, 1.462, 3.031)  0.221
H (2.654, 2.542, 3.034)  0.234
H (1.176, 0.716, 3.598)  0.161
H (1.731, -1.088, 2.573)  0.473
H (2.586, 1.459, 5.514)  0.191
H (3.789, 0.217, 5.016)  0.198
H (2.667, -1.265, 6.106)  0.366
H (1.237, -0.897, 5.387)  0.350
H (0.658, 1.496, 1.489)  0.227
H (4.866, 1.422, -2.297)  0.500
H (1.459, -1.258, -4.741)  0.248
H (-0.563, -2.697, -4.891)  0.231
H (-3.985, -3.512, -1.624)  0.516
H (-1.882, -4.838, -3.799)  0.522
H (-2.302, -0.014, -0.376)  0.260
H (-2.735, -1.658, -0.657)  0.216
H (-3.714, 0.398, -2.627)  0.223
H (-4.511, -1.116, -2.099)  0.173
H (-5.281, -1.270, 0.388)  0.196
H (-6.591, -0.017, 2.043)  0.218
H (-6.855, 2.411, 1.867)  0.223
H (-5.759, 3.641, 0.017)  0.221
H (-4.405, 2.380, -1.662)  0.206
Li (-4.768, -3.054, -4.964)  0.922

Forces on atoms 1 to 3 (eV/Å):
-0.067 0.061 -0.056
0.150 0.318 0.039
-0.335 -0.907 0.308

Computed, not measured: C27H27N5ReS2 as an isolated structure, with ωB97M-V/def2-TZVPD.

Computed properties:
HOMO level (alpha / beta): -14.05 / -14.34 eV
Relative energy (zero: lowest compared OMol25 entry of this formula, charge and spin): 21.2 kJ/mol
Multiplicity: 4
LUMO level (alpha / beta): -7.078 / -7.816 eV
Net charge: +2
Kohn-Sham gap (alpha / beta): 6.974 / 6.524 eV

Each line ends with the Mulliken spin population.
Element x y z (Å)
Re (-0.780, -0.132, -0.716)  2.498
C (-3.263, -1.771, -0.415)  0.022
N (-1.774, -1.983, -0.464)  -0.022
C (-1.288, -2.542, 0.841)  0.032
C (-1.393, -1.508, 1.950)  -0.015
N (-0.766, -0.201, 1.539)  -0.029
C (0.649, -0.146, 2.024)  0.033
C (-1.517, 0.926, 2.125)  0.017
C (-1.617, 1.055, 3.503)  -0.003
C (-2.295, 2.136, 4.048)  -0.002
C (-2.867, 3.089, 3.218)  0.001
C (-2.785, 2.953, 1.843)  0.011
C (-2.115, 1.863, 1.294)  0.016
S (-2.121, 1.674, -0.471)  0.019
C (-1.475, -2.863, -1.616)  0.037
C (-1.556, -4.243, -1.518)  -0.007
C (-1.346, -5.014, -2.652)  0.022
C (-1.073, -4.407, -3.871)  -0.007
C (-1.003, -3.027, -3.968)  0.031
C (-1.203, -2.244, -2.836)  0.024
S (-1.149, -0.475, -2.959)  0.204
H (-3.739, -2.731, -0.212)  -0.001
H (-3.587, -1.397, -1.383)  -0.008
H (-3.519, -1.048, 0.356)  0.005
H (-0.258, -2.864, 0.698)  -0.008
H (-1.873, -3.422, 1.109)  0.004
H (-0.886, -1.896, 2.835)  -0.001
H (-2.427, -1.322, 2.228)  0.003
H (0.671, -0.114, 3.112)  -0.001
H (1.140, 0.744, 1.623)  -0.006
H (1.179, -1.034, 1.689)  -0.007
H (-1.172, 0.320, 4.162)  0.001
H (-2.369, 2.233, 5.122)  0.000
H (-3.386, 3.938, 3.642)  0.000
H (-3.241, 3.684, 1.188)  0.000
H (-1.790, -4.733, -0.583)  0.001
H (-1.408, -6.091, -2.583)  0.001
H (-0.918, -5.013, -4.754)  0.000
H (-0.796, -2.551, -4.917)  -0.002
C (3.365, -1.839, -0.834)  -0.001
C (1.988, -1.813, -0.743)  0.029
N (1.292, -0.687, -0.976)  0.078
C (1.950, 0.426, -1.317)  0.039
C (3.328, 0.508, -1.382)  -0.003
C (4.040, -0.669, -1.154)  0.014
C (4.011, 1.738, -1.780)  0.002
C (3.725, 2.993, -1.447)  -0.005
C (2.731, 3.531, -0.506)  0.006
C (2.574, 4.908, -0.414)  0.001
C (1.651, 5.386, 0.505)  0.000
N (0.958, 4.569, 1.296)  0.001
C (1.199, 3.274, 1.150)  0.001
N (2.030, 2.703, 0.289)  0.006
H (3.896, -2.764, -0.667)  0.000
H (1.422, -2.707, -0.523)  0.002
H (1.349, 1.291, -1.575)  -0.026
H (5.120, -0.667, -1.229)  0.000
H (4.870, 1.583, -2.424)  0.000
H (4.353, 3.756, -1.894)  0.000
H (3.147, 5.582, -1.034)  0.000
H (1.468, 6.448, 0.617)  0.000
H (0.646, 2.608, 1.812)  -0.007

Forces on atoms 1 to 3 (eV/Å):
-0.657 0.129 0.062
-0.003 0.023 -0.066
0.252 -0.218 0.052

Computed, not measured: a 2-piece molecular cluster, C27H28F4O overall, with ωB97M-V/def2-TZVPD.

Computed properties:
HOMO level: -6.27 eV
Relative energy (zero: lowest compared OMol25 entry of this formula, charge and spin): 31.8 kJ/mol
Multiplicity: 1
LUMO level: -3.404 eV
Kohn-Sham gap: 2.868 eV

Each line ends with the natural charge from an NBO analysis.
Element x y z (Å)
F (-2.251, 3.512, -3.015)  -0.324
C (-1.965, 2.164, -2.947)  0.402
C (-3.030, 1.269, -3.053)  -0.288
C (-2.704, -0.081, -2.899)  0.395
F (-3.720, -1.006, -2.983)  -0.320
C (-1.415, -0.524, -2.669)  -0.202
C (-0.325, 0.406, -2.581)  -0.086
C (0.974, -0.115, -2.365)  0.004
C (2.264, 0.417, -2.631)  -0.076
C (3.346, -0.519, -2.773)  -0.230
C (4.626, -0.073, -3.040)  0.402
F (5.630, -0.999, -3.206)  -0.321
C (4.949, 1.278, -3.176)  -0.310
C (3.887, 2.174, -3.061)  0.419
F (4.158, 3.514, -3.240)  -0.323
C (2.581, 1.798, -2.786)  -0.249
C (-0.646, 1.784, -2.748)  -0.190
H (-4.047, 1.604, -3.234)  0.260
H (-1.193, -1.589, -2.585)  0.243
H (0.994, -1.191, -2.198)  0.221
H (3.127, -1.585, -2.702)  0.238
H (5.961, 1.609, -3.379)  0.258
H (1.807, 2.549, -2.699)  0.226
H (0.131, 2.536, -2.709)  0.216
C (1.087, -3.956, 1.952)  -0.604
C (0.884, -2.572, 1.351)  -0.084
C (2.176, -1.762, 1.524)  -0.606
C (0.596, -2.762, -0.134)  -0.615
C (-0.285, -1.833, 2.040)  -0.048
C (-0.683, -0.504, 1.553)  0.443
O (-0.208, -0.034, 0.480)  -0.669
C (-1.650, 0.251, 2.371)  -0.052
C (-1.919, 1.744, 2.066)  -0.068
C (-2.983, 2.301, 3.009)  -0.608
C (-2.415, 1.936, 0.632)  -0.614
C (-0.634, 2.555, 2.265)  -0.606
C (-2.263, -0.381, 3.441)  -0.234
C (-1.931, -1.683, 3.813)  -0.193
C (-0.948, -2.387, 3.119)  -0.233
H (0.177, -4.556, 1.839)  0.208
H (1.899, -4.466, 1.422)  0.209
H (1.353, -3.885, 3.012)  0.209
H (2.072, -0.764, 1.086)  0.228
H (2.390, -1.645, 2.594)  0.210
H (3.023, -2.275, 1.047)  0.199
H (0.461, -1.770, -0.562)  0.231
H (1.425, -3.288, -0.630)  0.194
H (-0.332, -3.325, -0.285)  0.208
H (-2.639, 2.250, 4.048)  0.207
H (-3.183, 3.351, 2.763)  0.210
H (-3.916, 1.737, 2.902)  0.207
H (-1.658, 1.581, -0.068)  0.233
H (-3.327, 1.351, 0.464)  0.203
H (-2.624, 2.999, 0.435)  0.199
H (0.154, 2.199, 1.594)  0.226
H (-0.824, 3.618, 2.064)  0.202
H (-0.285, 2.448, 3.299)  0.206
H (-3.012, 0.137, 4.048)  0.214
H (-2.423, -2.150, 4.666)  0.208
H (-0.694, -3.394, 3.461)  0.213

Forces on atoms 1 to 3 (eV/Å):
0.291 -1.375 -0.069
0.327 0.824 0.117
0.405 -0.395 0.198

Computed, not measured: C27H28LuN2O4P2S as an isolated structure, with ωB97M-V/def2-TZVPD.

Computed properties:
HOMO level: -9.31 eV
Relative energy (zero: lowest compared OMol25 entry of this formula, charge and spin): 0.0 kJ/mol
Multiplicity: 1
LUMO level: -3.805 eV
Net charge: +1
Kohn-Sham gap: 5.502 eV

Each line ends with the Mulliken charge.
Element x y z (Å)
C (-1.693, 2.926, -3.668)  -0.921
C (-1.325, 1.771, -2.981)  0.276
C (0.064, 1.478, -2.863)  0.607
C (1.031, 2.382, -3.328)  0.712
C (0.632, 3.565, -3.952)  -1.100
C (-0.726, 3.820, -4.148)  -0.833
C (2.463, 2.050, -3.027)  -0.782
C (2.724, 0.570, -3.069)  0.482
C (1.688, -0.269, -2.624)  0.500
C (1.900, -1.674, -2.470)  0.494
C (3.142, -2.184, -2.845)  -0.936
C (4.166, -1.345, -3.301)  -0.890
C (3.969, 0.029, -3.388)  -1.065
H (-2.755, 3.125, -3.825)  0.392
H (1.400, 4.263, -4.295)  0.460
H (-1.043, 4.718, -4.680)  0.393
H (3.144, 2.598, -3.686)  0.665
H (3.300, -3.261, -2.775)  0.390
H (5.124, -1.779, -3.593)  0.389
H (4.768, 0.705, -3.710)  0.461
N (0.482, 0.310, -2.232)  0.097
Lu (0.491, 0.447, 0.026)  0.842
C (-2.354, 0.833, -2.385)  -1.327
H (-2.213, -0.189, -2.773)  0.376
H (-3.368, 1.181, -2.632)  0.587
C (0.798, -2.582, -1.955)  -1.381
H (-0.086, -2.496, -2.609)  0.396
H (1.154, -3.623, -1.956)  0.558
P (-2.253, 0.685, -0.527)  1.013
P (0.162, -2.256, -0.228)  1.091
C (1.395, -3.151, 0.764)  -1.304
H (1.082, -3.127, 1.816)  0.398
H (1.472, -4.190, 0.420)  0.461
H (2.367, -2.642, 0.685)  0.318
C (-1.304, -3.317, -0.136)  -1.257
H (-1.013, -4.372, -0.220)  0.436
H (-1.796, -3.150, 0.831)  0.376
H (-2.010, -3.059, -0.935)  0.319
C (-2.801, 2.370, -0.082)  -1.468
H (-3.687, 2.646, -0.671)  0.508
H (-3.045, 2.395, 0.988)  0.427
H (-1.992, 3.086, -0.275)  0.338
C (-3.735, -0.288, -0.131)  -1.222
H (-3.757, -0.447, 0.954)  0.370
H (-4.643, 0.253, -0.434)  0.423
H (-3.701, -1.264, -0.631)  0.350
C (-0.507, -0.386, 2.173)  0.207
O (-0.749, -0.485, 3.294)  -0.212
H (2.657, 2.373, -1.978)  0.195
O (2.622, -0.370, 0.418)  -0.428
C (2.927, 0.832, 0.751)  0.564
N (2.349, 1.854, 0.035)  -0.383
S (1.673, 2.964, 1.080)  0.983
O (1.785, 4.303, 0.589)  -0.614
O (0.281, 2.382, 1.251)  -0.602
C (2.737, 2.447, 2.397)  0.248
C (2.758, 2.936, 3.695)  -0.759
C (3.556, 2.266, 4.637)  -0.518
C (4.247, 1.093, 4.287)  -0.604
C (4.152, 0.565, 3.003)  -0.541
C (3.429, 1.287, 2.043)  0.203
H (2.160, 3.820, 3.930)  0.475
H (3.628, 2.664, 5.648)  0.417
H (4.862, 0.595, 5.038)  0.412
H (4.642, -0.358, 2.698)  0.534

Forces on atoms 1 to 3 (eV/Å):
0.178 0.191 0.124
0.670 -0.114 0.068
-0.277 0.582 0.003

| no. | E (Eh) |
| --- | --- |
| 1 | -1954.74037 |
| 2 | -2192.97520 |
| 3 | -1520.22496 |
| 4 | -3772.48707 |